[1]
H6N2O | ωB97M-V/def2-TZVPD

Each line ends with the natural charge from an NBO analysis.
Geometry (Å):
N (-1.193, -0.232, 0.124)  -0.546
O (-2.505, 0.279, -0.110)  -0.607
H (-0.908, -0.522, -0.840)  0.332
H (-0.455, 0.502, 0.323)  0.351
H (-3.194, -0.402, 0.243)  0.463
N (1.834, 0.078, -0.071)  -1.081
H (2.292, 0.987, -0.207)  0.363
H (1.652, -0.057, 0.889)  0.360
H (2.476, -0.632, -0.351)  0.363

Values from the calculation:
E_HOMO, eV: -9.3
Multiplicity: 1
Energy above the lowest of the compared OMol25 structures with the same formula, charge and spin, kJ/mol: 90.7
E_tot, eV: -5123.0362
Largest force on an atom, eV/Å: 2.94
Kohn-Sham gap, eV: 10.328
SMILES: NO.N


[2]
C19H20As2F6N2NaO7S3 | ωB97M-V/def2-TZVPD

Each line ends with the natural charge from an NBO analysis.
Geometry (Å):
Na (-0.265, -1.331, 0.936)  0.906
F (0.685, -3.249, 4.671)  -0.313
C (0.452, -3.397, 3.367)  0.723
F (0.969, -2.319, 2.738)  -0.338
F (1.073, -4.478, 2.940)  -0.285
S (-1.377, -3.537, 3.041)  2.258
O (-1.536, -3.132, 1.665)  -0.974
O (-1.699, -4.871, 3.420)  -0.902
N (-2.007, -2.531, 4.090)  -1.224
S (-2.264, -1.010, 3.838)  2.271
O (-1.422, -0.391, 2.828)  -1.014
O (-2.425, -0.316, 5.076)  -0.918
C (-3.951, -0.960, 3.090)  0.709
F (-4.826, -1.606, 3.857)  -0.310
F (-4.348, 0.317, 2.986)  -0.325
F (-3.970, -1.502, 1.874)  -0.310
C (2.365, 1.885, -3.778)  -0.968
As (1.143, 1.429, -2.306)  0.924
C (2.539, 1.372, -0.929)  -0.935
C (0.488, 3.242, -1.899)  -0.365
C (0.793, 4.333, -2.712)  -0.226
C (0.304, 5.600, -2.431)  -0.210
C (-0.496, 5.800, -1.317)  -0.225
C (-0.809, 4.722, -0.503)  -0.237
C (-0.336, 3.442, -0.783)  -0.229
As (-0.837, 1.944, 0.396)  0.854
C (-2.732, 2.361, 0.629)  -0.948
C (-0.189, 2.700, 2.082)  -0.947
H (3.044, 2.695, -3.512)  0.212
H (1.807, 2.150, -4.676)  0.222
H (2.953, 0.994, -4.001)  0.226
H (3.125, 2.291, -0.937)  0.206
H (3.169, 0.507, -1.126)  0.239
H (2.087, 1.222, 0.050)  0.229
H (1.423, 4.204, -3.581)  0.208
H (0.555, 6.430, -3.081)  0.206
H (-0.878, 6.786, -1.082)  0.207
H (-1.436, 4.888, 0.365)  0.202
H (-2.892, 3.379, 0.981)  0.209
H (-3.134, 1.669, 1.367)  0.244
H (-3.257, 2.214, -0.314)  0.228
H (-0.561, 3.714, 2.226)  0.209
H (0.900, 2.712, 2.082)  0.227
H (-0.539, 2.058, 2.889)  0.250
O (0.500, -5.860, -1.283)  -0.948
S (1.657, -5.142, -0.819)  2.305
O (2.603, -5.867, -0.011)  -0.952
N (1.253, -3.732, -0.130)  -0.880
C (1.684, -2.690, -0.832)  0.612
O (1.501, -1.491, -0.537)  -0.768
C (2.437, -3.070, -2.083)  -0.066
C (3.002, -2.237, -3.031)  -0.195
C (3.643, -2.818, -4.118)  -0.219
C (3.709, -4.204, -4.245)  -0.213
C (3.136, -5.038, -3.291)  -0.182
C (2.506, -4.439, -2.220)  -0.312
H (2.929, -1.163, -2.912)  0.213
H (4.094, -2.193, -4.878)  0.206
H (4.211, -4.637, -5.101)  0.207
H (3.180, -6.115, -3.386)  0.224

Values from the calculation:
E_HOMO, eV: -6.3
Multiplicity: 1
Energy above the lowest of the compared OMol25 structures with the same formula, charge and spin, kJ/mol: 8.2
E_tot, eV: -212248.0896
Largest force on an atom, eV/Å: 0.25
Kohn-Sham gap, eV: 8.420
Charge: -1


[3]
C5H13N2 | ωB97M-V/def2-TZVPD

Each line ends with the natural charge from an NBO analysis.
Geometry (Å):
C (-1.280, -1.576, -0.423)  -0.617
C (-1.364, -0.177, 0.184)  -0.025
N (-2.736, 0.301, 0.286)  -0.824
C (-0.566, 0.820, -0.661)  -0.473
C (0.941, 0.809, -0.610)  -0.105
C (1.608, 0.758, 0.526)  -0.096
N (2.984, 0.129, 0.562)  -0.689
H (-2.008, -1.671, -1.218)  0.239
H (-1.255, -2.348, 0.340)  0.227
H (-0.264, -1.625, -0.834)  0.189
H (-0.884, -0.142, 1.178)  0.147
H (-2.742, 1.138, 0.849)  0.362
H (-3.343, -0.386, 0.708)  0.374
H (-0.940, 1.847, -0.655)  0.257
H (-0.793, 0.599, -1.708)  0.235
H (1.412, 0.708, -1.582)  0.228
H (1.329, 1.014, 1.533)  0.235
H (2.906, -0.711, 1.130)  0.449
H (3.815, 0.688, 0.790)  0.447
H (3.180, -0.174, -0.394)  0.441

Values from the calculation:
E_HOMO, eV: -12.4
Multiplicity: 1
Energy above the lowest of the compared OMol25 structures with the same formula, charge and spin, kJ/mol: 265.5
E_tot, eV: -8368.0583
Largest force on an atom, eV/Å: 2.23
Kohn-Sham gap, eV: 8.578
Charge: +1
SMILES: C[C@H](N)C/C=C/[NH3+]


[4]
C8H16N2 | ωB97M-V/def2-TZVPD

Each line ends with the natural charge from an NBO analysis.
Geometry (Å):
C (2.979, -0.100, -0.007)  0.303
C (0.780, 0.264, -0.096)  0.428
C (2.850, 1.284, -0.299)  -0.367
C (-1.860, -1.073, 0.633)  -0.769
C (-1.542, 0.360, -1.447)  -0.700
C (-1.615, 1.413, 1.046)  -0.681
C (1.522, -2.013, 0.447)  -0.411
C (-1.431, 0.169, 0.045)  0.440
N (1.359, 1.434, -0.424)  -0.488
N (1.789, -0.653, 0.170)  -0.331
H (4.015, -0.622, 0.178)  0.316
H (2.913, 1.854, 0.683)  0.343
H (3.624, 1.549, -1.006)  0.328
H (-2.985, -0.888, 0.855)  0.322
H (-1.740, -1.977, 0.009)  0.256
H (-1.392, -1.247, 1.609)  0.256
H (-1.425, 1.427, -1.561)  0.232
H (-2.529, -0.056, -1.701)  0.280
H (-0.780, -0.176, -1.896)  0.243
H (-1.049, 2.299, 0.787)  0.225
H (-1.459, 1.246, 2.151)  0.267
H (-2.724, 1.474, 0.773)  0.277
H (0.876, -1.993, 1.276)  0.244
H (2.486, -2.379, 0.740)  0.245
H (1.048, -2.597, -0.303)  0.266
H (0.940, 2.347, -0.617)  0.477

Values from the calculation:
E_HOMO, eV: -18.7
Multiplicity: 1
Energy above the lowest of the compared OMol25 structures with the same formula, charge and spin, kJ/mol: 271.1
E_tot, eV: -11514.8650
Largest force on an atom, eV/Å: 3.42
Kohn-Sham gap, eV: 9.048
Charge: +2


[5]
C6H16N2O8SV | ωB97M-V/def2-TZVPD

Each line ends with the natural charge from an NBO analysis.
Geometry (Å):
V (0.749, 1.686, 1.134)  1.230
O (2.381, 2.821, 1.780)  -1.165
H (2.147, 2.637, 2.700)  0.412
O (0.203, 1.161, 3.012)  -1.195
H (-0.362, 0.410, 3.239)  0.406
S (0.639, 3.250, -1.096)  2.568
O (-0.321, 3.229, 0.090)  -1.063
O (-0.071, 3.369, -2.376)  -1.073
O (1.582, 4.359, -0.904)  -1.047
O (1.351, 1.932, -0.906)  -1.073
C (-1.677, -0.307, -0.103)  0.515
O (-0.857, 0.383, 0.431)  -0.548
N (-2.994, -0.315, 0.278)  -0.453
C (-4.032, -0.894, -0.537)  -0.398
C (-3.396, 0.447, 1.433)  -0.433
H (-1.458, -0.954, -0.971)  0.097
H (-4.846, -0.176, -0.648)  0.192
H (-4.366, -1.848, -0.117)  0.169
H (-3.628, -1.053, -1.540)  0.203
H (-4.049, -0.149, 2.077)  0.168
H (-2.516, 0.767, 1.997)  0.274
H (-3.860, 1.396, 1.135)  0.194
C (2.471, -1.357, 0.588)  0.536
O (2.300, -0.213, 0.838)  -0.527
N (2.422, -1.834, -0.692)  -0.460
C (2.752, -3.173, -0.998)  -0.387
C (2.142, -0.898, -1.756)  -0.440
H (2.630, -2.154, 1.347)  0.080
H (2.575, -3.847, -0.159)  0.192
H (3.769, -3.334, -1.385)  0.164
H (2.097, -3.518, -1.813)  0.182
H (2.658, 0.045, -1.549)  0.280
H (2.478, -1.243, -2.734)  0.174
H (1.086, -0.624, -1.795)  0.225

Values from the calculation:
<S²>: 3.759
E_HOMO (spin up / spin down), eV: 1.9 / -0.4
Multiplicity: 4
Energy above the lowest of the compared OMol25 structures with the same formula, charge and spin, kJ/mol: 20.0
E_tot, eV: -62364.9584
Largest force on an atom, eV/Å: 2.07
Kohn-Sham gap (spin up / spin down), eV: 2.680 / 4.890
Charge: -2


[6]
C7H60Br2F3GaO23P | ωB97M-V/def2-TZVPD

Each line ends with the Mulliken charge.
Geometry (Å):
C (-1.173, 0.821, 2.674)  -1.530
C (-0.296, 0.242, 1.557)  0.702
P (-1.105, 0.370, -0.106)  -0.020
C (-0.812, 2.108, -0.704)  -1.198
Ga (0.062, -0.974, -1.646)  -0.110
C (1.391, -2.315, -0.833)  -0.541
Br (2.379, -3.114, -2.351)  -0.207
C (2.318, -1.752, 0.265)  0.952
C (3.816, -1.889, 0.039)  -1.660
Br (1.923, -2.689, 1.976)  -0.218
C (-1.404, -2.167, -2.559)  0.626
F (-2.530, -2.378, -1.804)  -0.201
F (-1.889, -1.705, -3.743)  -0.280
F (-1.007, -3.472, -2.858)  -0.356
H (-2.192, 0.445, 2.560)  0.472
H (-0.799, 0.538, 3.661)  0.338
H (-1.191, 1.906, 2.604)  0.374
H (0.673, 0.741, 1.508)  -0.209
H (-0.192, -0.829, 1.732)  -0.086
H (-1.499, 2.758, -0.163)  0.351
H (0.223, 2.435, -0.593)  0.352
H (-1.103, 2.086, -1.752)  0.372
H (0.690, -0.088, -2.811)  -0.303
H (0.845, -3.160, -0.426)  0.577
H (2.061, -0.710, 0.447)  -0.197
H (4.076, -2.942, -0.064)  0.534
H (4.336, -1.518, 0.923)  0.151
H (4.117, -1.335, -0.848)  0.476
O (-2.623, -4.861, -4.834)  -0.728
H (-2.145, -4.361, -4.158)  0.445
H (-3.317, -4.258, -5.127)  0.331
O (4.762, -5.399, -2.133)  -0.615
H (4.527, -6.248, -1.747)  0.294
H (4.223, -5.344, -2.930)  0.308
O (1.959, 2.112, 2.694)  -0.448
H (2.632, 2.790, 2.826)  0.296
H (2.415, 1.293, 2.929)  0.118
O (1.420, -5.156, -4.698)  -0.646
H (0.684, -4.697, -4.275)  0.302
H (1.614, -4.623, -5.475)  0.304
O (-0.402, 4.202, 2.718)  -0.668
H (-0.085, 4.437, 3.595)  0.313
H (0.272, 3.596, 2.384)  0.297
O (-4.847, -5.917, -3.123)  -0.662
H (-4.594, -5.275, -2.446)  0.292
H (-4.212, -5.751, -3.833)  0.395
O (4.111, -0.163, 3.291)  -0.473
H (4.931, -0.242, 2.791)  0.288
H (4.289, -0.613, 4.126)  0.207
O (0.033, -4.252, 4.591)  -0.650
H (-0.760, -3.776, 4.855)  0.301
H (0.370, -3.747, 3.841)  0.236
O (-3.348, 2.007, -2.879)  -0.690
H (-3.524, 1.136, -2.502)  0.327
H (-3.843, 2.031, -3.706)  0.318
O (3.405, 2.318, 5.177)  -0.569
H (2.692, 2.456, 5.808)  0.295
H (3.739, 1.441, 5.397)  0.245
O (-5.144, 4.390, -2.775)  -0.696
H (-4.486, 5.087, -2.636)  0.385
H (-4.667, 3.579, -2.543)  0.386
O (-6.242, -5.138, -5.861)  -0.632
H (-5.602, -5.238, -6.575)  0.336
H (-5.853, -5.601, -5.108)  0.316
O (-4.420, 5.693, -5.342)  -0.654
H (-4.633, 5.012, -4.682)  0.371
H (-5.265, 5.883, -5.759)  0.300
O (4.359, 1.998, 7.895)  -0.598
H (4.574, 2.636, 8.582)  0.272
H (4.908, 2.272, 7.146)  0.381
O (4.186, -1.049, 6.294)  -0.599
H (3.909, -1.945, 6.512)  0.293
H (4.018, -0.536, 7.093)  0.289
O (-5.215, -3.624, -8.124)  -0.617
H (-5.867, -3.119, -7.626)  0.319
H (-4.992, -3.076, -8.881)  0.285
O (-6.321, -3.275, -1.918)  -0.634
H (-6.757, -3.131, -2.764)  0.316
H (-5.411, -2.994, -2.066)  0.310
O (-2.776, 6.096, -2.269)  -0.615
H (-2.649, 6.760, -1.585)  0.284
H (-2.165, 6.358, -2.965)  0.301
O (-2.621, 8.775, -3.140)  -0.608
H (-2.288, 9.526, -3.640)  0.288
H (-3.519, 8.633, -3.456)  0.329
O (4.935, 2.511, 2.476)  -0.650
H (4.569, 1.647, 2.692)  0.298
H (4.628, 2.688, 1.579)  0.339
O (6.624, 3.222, 6.474)  -0.593
H (6.852, 3.127, 5.543)  0.292
H (7.343, 3.730, 6.864)  0.286
O (6.271, 5.719, 8.020)  -0.637
H (6.535, 6.607, 7.765)  0.307
H (5.455, 5.552, 7.536)  0.325
O (-3.160, -5.037, -0.962)  -0.587
H (-2.439, -4.400, -0.894)  0.305
H (-2.769, -5.887, -0.740)  0.281

Values from the calculation:
E_HOMO, eV: -4.3
Multiplicity: 1
Energy above the lowest of the compared OMol25 structures with the same formula, charge and spin, kJ/mol: 0.0
E_tot, eV: -265231.0475
Largest force on an atom, eV/Å: 0.79
Kohn-Sham gap, eV: 5.748
Charge: -1